ORCA calculation (ωB97M-V/def2-TZVPD) on a structure of composition C32H31ClMgN3O7.

XYZ file:
```
75
Properties=species:S:1:pos:R:3:forces:R:3:nbo_charge:R:1
Mg -0.12669 0.12567 0.80677 0.50 -0.40 0.15 1.7869
C -1.96919 4.01347 -0.23003 0.37 0.14 -0.22 -0.2557
O -2.94429 3.85197 0.77867 -0.30 -0.52 0.33 -0.5389
C -3.55719 2.61037 0.84737 0.15 0.25 -0.12 0.2776
C -4.89909 2.61277 1.17387 0.12 -0.04 -0.06 -0.2642
C -5.61389 1.42387 1.26267 -0.04 0.06 0.00 -0.2634
C -4.95309 0.23097 1.07117 0.12 -0.18 0.08 -0.1949
C -3.57469 0.18847 0.82327 -0.17 0.91 -0.04 -0.1770
C -2.90179 -1.07883 0.76307 0.24 -0.92 -0.17 0.0924
N -1.62549 -1.21933 0.73757 -1.06 0.51 0.36 -0.4077
N -1.10299 -2.44833 0.59567 -0.20 -1.35 -0.37 -0.4922
C 0.19771 -2.44623 0.81987 -0.47 -0.55 0.23 0.5856
O 0.83121 -1.50553 1.36037 0.76 0.15 0.18 -0.8183
C 0.90161 -3.66993 0.36187 0.18 -0.24 -0.06 -0.1288
C 0.25651 -4.90233 0.31917 -0.05 0.13 0.10 -0.1301
C 0.91911 -6.01983 -0.15223 -0.04 -0.13 -0.04 -0.2506
C 2.22401 -5.91713 -0.60583 0.04 -0.09 0.06 -0.2156
C 2.86181 -4.68823 -0.58763 0.11 -0.10 -0.02 -0.2184
C 2.20781 -3.56963 -0.10533 -0.08 0.08 0.19 -0.1733
C -2.84169 1.39547 0.66227 -1.24 0.02 0.19 0.3041
O -1.57119 1.39347 0.41117 0.59 0.50 -0.03 -0.9029
H -1.75559 5.08247 -0.27413 -0.03 -0.02 -0.04 0.1731
H -2.34909 3.67517 -1.20153 0.01 0.03 0.03 0.1641
H -1.06499 3.45367 0.00617 -0.11 0.18 -0.12 0.2149
H -5.37219 3.56457 1.36667 -0.05 0.11 -0.09 0.2103
H -6.67479 1.45217 1.47507 0.01 -0.07 0.03 0.2016
H -5.49329 -0.70373 1.15057 -0.01 -0.09 0.01 0.1993
H -3.53559 -1.97263 0.74637 0.17 0.00 -0.03 0.1656
H -0.76369 -4.96353 0.66617 -0.09 -0.01 0.00 0.2190
H 0.41501 -6.97713 -0.17903 -0.04 -0.04 0.03 0.2005
H 2.73611 -6.79653 -0.97213 0.04 0.00 -0.07 0.2049
H 3.86981 -4.60663 -0.96903 0.08 0.05 -0.03 0.2088
H 2.69101 -2.60453 -0.09683 0.04 0.13 0.03 0.2371
O -0.47819 1.04247 2.65147 0.29 -0.57 -0.05 -0.8068
C -0.21379 2.24877 3.31457 0.15 0.80 0.87 -0.0624
C 1.17191 2.21427 3.95877 -0.24 -0.18 -0.32 -0.4035
C 2.27261 2.03087 2.90447 -0.15 0.05 0.20 -0.4328
C 2.34351 3.17947 1.94447 0.34 0.11 0.06 0.2315
C 3.22271 4.24977 2.09967 -0.01 0.00 0.00 -0.2656
C 3.25591 5.23837 1.12897 -0.06 -0.03 0.02 -0.1762
C 2.41821 5.12697 0.03317 0.02 -0.05 0.01 -0.2626
C 1.56581 4.03497 -0.02423 0.10 0.37 -0.20 0.0691
N 1.51721 3.10797 0.90927 -0.35 -0.35 0.06 -0.4439
H -1.01689 1.27047 1.85627 -1.07 1.11 0.58 0.4701
H -0.98139 2.39957 4.09597 0.23 0.01 -0.23 0.1648
H -0.26309 3.09497 2.61877 -0.13 -0.15 0.04 0.1860
H 1.20701 1.36967 4.65007 0.02 0.04 0.10 0.2084
H 1.32421 3.13857 4.52457 -0.02 -0.04 0.01 0.1965
H 2.02441 1.14007 2.31857 0.33 0.02 0.14 0.2431
H 3.23601 1.89547 3.40267 -0.04 -0.09 -0.09 0.2066
H 3.87091 4.30597 2.96327 0.06 -0.06 0.05 0.2060
H 3.93181 6.07947 1.21577 0.03 0.00 0.04 0.2052
H 2.42971 5.85827 -0.75893 -0.01 0.07 -0.10 0.2102
H 0.89681 3.89077 -0.86003 -0.03 0.08 -0.15 0.1954
C -1.73779 -2.92893 -2.46653 -0.09 0.09 0.06 -0.6551
C -0.29379 -2.83573 -2.83513 -0.08 0.18 0.00 -0.0247
C 0.41031 -3.97103 -3.18463 0.17 0.12 -0.03 -0.2224
C 1.74531 -3.88163 -3.53983 0.00 0.28 -0.05 -0.0588
Cl 2.61001 -5.31613 -3.98703 0.18 -0.31 -0.17 -0.0341
C 2.39261 -2.66263 -3.56223 -0.07 -0.18 0.00 -0.2258
C 1.69671 -1.51673 -3.20963 -0.18 0.28 0.18 -0.2849
C 0.35971 -1.58933 -2.82833 0.13 -0.59 -0.23 0.3058
O -0.40579 -0.53063 -2.47203 -0.22 -0.09 0.04 -0.4958
C 0.15931 0.75987 -2.56783 0.41 0.29 0.23 -0.1927
C 1.33741 0.98267 -1.56453 -0.25 0.22 -1.23 0.7816
O 2.31581 1.60177 -1.96273 0.22 0.28 -0.10 -0.6996
O 1.15521 0.49207 -0.42713 0.85 -0.03 -0.25 -0.9046
H -2.17949 -3.84513 -2.85313 -0.03 -0.05 -0.06 0.1981
H -2.27699 -2.06603 -2.84783 -0.15 0.03 -0.07 0.2218
H -1.83299 -2.92053 -1.37983 -0.05 -0.03 0.02 0.2662
H -0.09199 -4.92683 -3.17523 0.01 -0.11 -0.02 0.2192
H 3.43331 -2.59583 -3.84603 0.03 -0.04 0.00 0.2181
H 2.21691 -0.57243 -3.20343 0.06 0.12 -0.04 0.2446
H -0.64579 1.43477 -2.26993 0.01 0.03 -0.07 0.2093
H 0.47551 0.98667 -3.59633 0.03 -0.11 0.24 0.1811
```
Positions in Å, forces in eV/Å.

Values from the calculation:
E_HOMO ... -4.734 eV
Charge ... -1
DFT total energy ... -2589.47080 Eh
Orbital gap ... 7.39 eV

=====

ORCA calculation (ωB97M-V/def2-TZVPD) on a cluster of 2 separate species, C2H8NO in total.

XYZ file:
```
12
Properties=species:S:1:pos:R:3:forces:R:3:nbo_charge:R:1
N -1.01590 -1.42053 -0.86312 -1.26 0.91 1.26 -1.3592
H -1.57379 -0.53813 -0.77899 -0.35 -0.14 -0.38 0.3330
H -1.54398 -2.06852 -0.24512 0.25 -0.19 0.08 0.3206
H -0.12503 -1.07999 -0.41636 0.14 -1.10 -1.14 0.4157
H -1.12772 -1.77043 -1.84877 0.82 0.07 -0.11 0.3104
C 0.18164 1.68488 0.99955 -0.13 -0.37 0.33 -0.4430
C 0.94036 0.62922 0.78224 0.26 0.58 -1.32 0.0728
O 1.13555 0.19231 -0.53980 -0.70 -0.18 0.31 -0.7653
H 0.21238 2.16893 1.96513 -0.60 -0.26 0.15 0.2165
H -0.52140 1.96333 0.22783 0.44 0.78 -0.16 0.2176
H 1.37710 -0.00999 1.50338 0.87 -0.05 0.84 0.1815
H 2.06079 0.24892 -0.78597 0.26 -0.05 0.14 0.4995
```
Positions in Å, forces in eV/Å.

Values from the calculation:
E_HOMO (alpha / beta) ... -3.623 / -10.168 eV
2S+1 ... 2
Charge ... 0
Expectation value of S² ... 0.75
DFT total energy ... -210.82599 Eh
Relative energy (zero: lowest compared OMol25 entry of this formula, charge and spin) ... 65.42 kcal/mol
Orbital gap (alpha / beta) ... 4.38 / 10.66 eV

=====

ORCA calculation (ωB97M-V/def2-TZVPD) on a cluster of 3 separate species, C6H11O6 in total.

XYZ file:
```
23
Properties=species:S:1:pos:R:3:forces:R:3:nbo_charge:R:1
C 4.50588 -0.32607 -0.25413 -0.17 -1.26 0.26 0.0020
C -5.03287 -1.16780 -0.03215 0.39 0.23 0.04 0.3805
C 3.81473 -1.39050 0.17065 0.41 1.39 -0.33 0.0716
C -4.58439 0.11629 -0.23040 -0.09 0.07 -0.02 -0.4623
C 0.94138 1.80670 0.24541 0.30 -0.50 -0.15 0.6961
C -3.25955 0.48546 -0.01721 0.19 0.09 0.01 0.4324
O 3.94097 0.91368 -0.23958 -0.29 0.84 -0.06 -0.7123
O -4.24780 -2.12866 0.39452 -0.07 0.24 -0.07 -0.6008
O 4.25606 -2.65717 0.17696 0.34 -1.01 0.00 -0.6668
O 1.48343 2.96564 0.47831 0.40 0.82 0.17 -0.6311
O -2.85551 1.68980 -0.21291 -0.40 -0.57 0.02 -0.5615
O -0.24411 1.58568 0.16902 -0.86 -0.06 -0.03 -0.7036
H 5.51594 -0.41765 -0.63378 0.05 0.04 -0.03 0.1696
H -6.07292 -1.39468 -0.23859 -0.03 -0.16 0.05 0.2116
H 2.81126 -1.30260 0.55728 -0.11 0.03 0.05 0.1682
H -5.28008 0.86555 -0.57325 -0.12 -0.01 -0.03 0.2661
H 1.71181 1.03948 0.11290 -0.05 0.12 0.03 0.1717
H -2.55509 -0.27203 0.31977 0.25 0.16 -0.01 0.2072
H 4.59326 1.58901 -0.45318 -0.07 -0.16 0.07 0.4945
H -4.68898 -2.98473 0.49379 -0.09 0.10 -0.06 0.5271
H 5.15990 -2.72361 -0.15878 -0.16 0.08 0.05 0.4813
H 0.83967 3.68703 0.59856 -0.06 -0.33 -0.06 0.5055
H -1.87840 1.80492 -0.06311 0.24 -0.17 0.10 0.5530
```
Positions in Å, forces in eV/Å.

Values from the calculation:
E_HOMO ... -10.272 eV
Charge ... +1
DFT total energy ... -686.36345 Eh
Relative energy (zero: lowest compared OMol25 entry of this formula, charge and spin) ... 0.00 kcal/mol
Orbital gap ... 5.30 eV

=====

Q: The lowest DFT total energy belongs to which entry?
A: C32H31ClMgN3O7

=====

Q: Which of these has the highest DFT total energy?
A: C2H8NO